This record from the Open Molecules 2025 dataset describes a molecular structure, C33H46N5OP2Y. The level of theory is ωB97M-V with the def2-TZVPD basis set.

- E_LUMO: 0.40 eV
- Kohn-Sham gap: 8.0 eV
- Max |F|: 0.1054 Eh/bohr

Geometry as XYZ:
```
88
Properties=species:S:1:pos:R:3:forces:R:3:lowdin_charge:R:1
Y 2.148 -0.257 0.374 -0.237 -0.751 0.639 1.278
N 2.712 0.126 2.683 -0.349 -0.403 0.815 -0.160
C 3.715 1.072 2.445 -0.937 -0.699 -1.835 -0.429
C 5.082 0.684 2.456 -1.289 0.912 -1.074 -0.044
C 5.897 1.388 1.584 0.908 0.644 0.817 -0.100
C 5.460 2.442 0.755 -0.950 0.321 0.778 -0.087
C 4.091 2.804 0.730 -0.668 0.313 0.512 -0.079
C 3.191 2.177 1.625 3.559 -0.672 0.787 -0.411
P 1.433 2.206 1.702 -2.478 0.710 0.067 1.005
C 0.923 3.773 0.896 0.291 1.294 2.274 -0.347
C 0.939 3.790 -0.472 -0.181 0.223 0.188 -0.157
C 0.619 4.919 -1.189 -0.514 1.973 -0.178 -0.086
C 0.253 6.066 -0.480 -0.195 0.744 0.869 -0.074
C 0.232 6.089 0.954 0.483 0.107 -1.455 -0.088
C 0.610 4.978 1.666 0.288 -1.302 -1.046 -0.061
C 0.761 2.596 3.428 0.400 0.137 -1.009 -0.367
C -0.620 2.655 3.694 0.248 -0.244 0.858 -0.088
C -1.010 2.712 5.043 0.471 -0.495 0.584 -0.073
C -0.073 2.867 6.106 -0.287 0.122 -1.556 -0.085
C 1.223 3.209 5.739 0.669 0.022 0.444 -0.085
C 1.654 2.983 4.411 0.095 0.804 1.099 -0.109
H 4.582 -1.135 -1.415 -4.635 1.487 2.387 0.107
H 2.080 0.372 3.438 0.015 -0.234 0.048 0.008
H 5.444 -0.201 2.991 -0.400 0.475 -0.110 0.113
H 6.957 1.147 1.721 -0.147 0.314 -0.738 0.103
H 6.161 3.154 0.333 0.100 -0.566 -0.526 0.095
H 3.632 3.561 0.046 0.975 -0.438 0.577 0.109
H 1.239 2.906 -0.970 0.144 -0.887 -0.643 0.082
H 0.658 4.982 -2.279 0.020 -0.291 0.383 0.109
H 0.011 7.040 -0.961 0.183 -1.064 0.033 0.109
H 0.044 7.028 1.468 -0.151 -0.158 -0.124 0.101
H 0.696 5.066 2.761 -0.087 -0.496 -0.729 0.109
H -1.378 2.691 2.903 0.378 -0.480 0.247 0.108
H -2.044 2.539 5.324 -0.040 0.228 -0.241 0.098
H -0.336 2.746 7.155 -0.230 0.380 -0.307 0.102
H 1.884 3.654 6.531 -0.371 -0.809 -1.041 0.119
H 2.674 3.258 4.128 -0.150 -0.463 0.160 0.112
N 0.439 -1.367 -0.257 -0.484 -0.689 -0.271 -0.387
P -0.706 -2.020 -1.084 -2.509 0.626 1.992 0.584
N -0.416 -2.171 -2.691 -0.608 0.136 -1.729 -0.219
C -1.305 -1.755 -3.825 1.405 -0.589 0.063 -0.188
C -0.668 -0.560 -4.590 -0.035 -2.093 -1.416 -0.162
C 0.542 -1.191 -5.429 1.134 2.017 2.958 -0.173
C 1.213 -2.338 -4.612 -2.172 0.128 1.064 -0.174
C 0.979 -2.154 -3.072 2.025 1.384 -0.377 -0.241
N -2.252 -1.123 -1.086 1.131 1.546 1.653 -0.160
C -3.161 -1.273 0.143 0.917 -0.718 -0.455 -0.213
C -3.495 -0.062 0.955 0.111 2.104 1.177 -0.193
C -3.667 1.281 0.173 -1.602 -1.054 0.348 -0.195
C -3.317 1.111 -1.293 0.295 0.505 0.307 -0.197
C -2.016 0.380 -1.327 -0.725 -2.576 -2.333 -0.232
N -1.322 -3.535 -0.520 0.638 1.672 -0.216 -0.222
C -2.361 -4.241 -1.265 1.995 1.235 -2.976 -0.274
C -3.002 -5.339 -0.575 -3.094 -1.991 1.473 -0.229
C -2.154 -6.260 0.323 1.363 0.142 -0.713 -0.175
C -0.687 -5.742 0.347 1.914 -1.517 0.395 -0.204
C -0.502 -4.238 0.465 -0.004 0.218 -0.080 -0.244
H -2.312 -1.621 -3.500 -0.498 0.456 0.588 0.085
H -1.362 -2.626 -4.527 0.074 0.659 0.308 0.120
H -0.232 0.220 -3.993 -0.278 0.246 0.631 0.081
H -1.469 -0.157 -5.235 0.602 0.115 0.064 0.109
H 1.330 -0.364 -5.472 -1.078 -1.021 -0.709 0.121
H 0.217 -1.564 -6.354 -0.245 -0.142 -1.455 0.075
H 2.257 -2.393 -4.766 1.089 -0.020 -0.324 0.086
H 0.757 -3.272 -4.951 0.222 -0.200 0.197 0.101
H 1.455 -1.148 -2.783 -0.570 -1.013 -0.472 0.101
H 1.604 -2.839 -2.468 -0.559 -0.070 -0.400 0.109
H -2.744 -1.911 0.944 -0.081 -0.561 -1.078 0.111
H -4.095 -1.657 -0.247 -0.190 -0.557 0.020 0.100
H -2.783 0.068 1.796 0.248 0.098 -0.764 0.105
H -4.394 -0.255 1.555 -0.166 -0.231 -0.495 0.108
H -3.186 2.098 0.683 0.955 0.245 -0.133 0.090
H -4.696 1.614 0.215 -0.608 -0.159 0.144 0.094
H -3.122 2.112 -1.667 -0.253 0.150 -0.517 0.109
H -4.092 0.603 -1.903 0.348 0.331 0.477 0.130
H -1.330 0.904 -0.734 1.216 0.223 1.713 0.076
H -1.571 0.447 -2.315 -0.034 -0.106 -0.335 0.081
H -1.873 -4.666 -2.232 -0.761 0.730 1.096 0.136
H -3.182 -3.549 -1.583 0.974 -0.223 0.082 0.115
H -3.512 -5.966 -1.360 0.429 0.575 0.717 0.124
H -3.865 -4.923 0.014 0.744 -0.374 -0.201 0.119
H -2.149 -7.262 -0.144 0.055 0.317 0.488 0.104
H -2.506 -6.366 1.350 -0.293 0.194 -0.158 0.101
H -0.102 -6.167 -0.511 -0.752 0.660 0.176 0.115
H -0.074 -6.192 1.189 -1.021 0.359 -0.535 0.118
H 0.570 -3.888 0.355 -1.133 -0.689 0.198 0.106
H -0.841 -3.935 1.464 0.207 -0.009 0.146 0.105
O 3.617 -0.837 -0.923 4.731 -1.226 -2.293 -0.576
```
Forces are in eV/Å.